# 1
Entry from the Open Molecules 2025 dataset: a cluster of 6 separate species, C18H30O18 in total at a distorted geometry (ωB97M-V/def2-TZVPD).

Computed properties:
LUMO energy = 0.12 eV
E_HOMO = -10.92 eV
electronic energy = -56004.287 eV
SMILES string = COC(=O)OC.COC(=O)OC.COC(=O)OC.O=C1OCCO1.O=C1OCCO1.O=C1OCCO1
ΔE to the lowest compared entry with this formula, charge and spin = 0.6715 eV

Geometry (Å):
H 0.65 -7.27 3.72
H -1.14 -4.84 3.66
C 2.92 -5.39 -1.59
O 0.62 3.06 0.19
O -4.98 -2.42 -1.90
O -3.89 -3.11 -0.14
H 6.00 6.80 -3.30
H 4.08 -2.99 -1.02
C 1.51 5.13 1.70
C 5.63 6.45 -2.34
C -1.05 -6.48 5.92
O -1.87 -6.37 4.83
O -6.22 -3.37 -0.37
C 0.34 -6.36 4.23
O -3.52 6.70 -2.32
H -4.31 7.93 0.42
O 5.58 4.55 -1.17
H 5.77 4.48 -3.22
C 5.20 5.03 -2.47
C 1.07 0.51 1.16
H -7.45 -4.29 1.04
H -4.29 5.44 -0.82
H 0.82 -7.62 -2.85
H 0.30 -6.05 -2.26
C -4.68 7.43 -0.47
H 0.03 0.38 0.84
O 2.41 -4.93 -0.55
O 2.40 -6.26 -2.43
H 1.30 -0.35 1.79
H -2.85 6.35 -0.40
O 7.26 4.92 0.29
H -1.39 -6.54 2.94
C 6.55 5.23 -0.68
C 1.07 -6.82 -2.16
H 1.72 0.37 0.30
C -3.76 6.38 -1.00
H 5.24 -3.40 -2.35
C 1.11 2.88 1.32
H -6.02 -3.62 1.77
C -1.10 -5.92 3.78
O 0.22 -6.52 5.59
H 1.07 -7.27 -1.16
C 4.64 -3.78 -1.52
C -3.79 -1.91 -2.60
H -5.82 -5.04 0.89
H 5.44 -4.10 -0.86
O -1.46 -6.78 7.01
C -4.93 -2.97 -0.74
H -3.48 -2.49 -3.46
H -2.94 -1.88 -1.91
O -3.68 8.73 -3.44
H 0.48 5.48 1.68
H 4.14 4.88 -2.66
H 1.96 5.88 2.35
C -6.39 -4.11 0.86
H 4.93 7.16 -1.90
H -3.94 -0.87 -2.89
O 1.46 3.75 2.16
O -4.41 8.48 -1.38
H -5.71 7.09 -0.49
O 4.04 -4.90 -2.13
H 0.99 -5.54 3.92
H 1.95 5.20 0.70
C -3.83 8.03 -2.46
O 6.75 6.21 -1.57
O 1.27 1.64 1.90


# 2
Entry from the Open Molecules 2025 dataset: a structure of composition C18H31AuN6O3P2S (ωB97M-V/def2-TZVPD).

Computed properties:
<S²> = 2.036
LUMO energy (alpha / beta) = -4.88 / -8.47 eV
E_HOMO (alpha / beta) = -12.33 / -13.45 eV
electronic energy = -67344.631 eV
multiplicity = 3
ΔE to the lowest compared entry with this formula, charge and spin = 0.2629 eV
net charge = +2

Geometry (Å):
H -4.22 -0.15 2.07
H -3.21 0.89 -2.07
H 4.87 0.46 -0.83
H -1.74 -1.46 -4.61
H -5.60 1.97 6.00
N -4.61 2.14 5.94
N -0.43 -0.83 2.38
C -1.17 -0.70 -4.07
H -1.56 0.27 -4.39
C -1.75 1.41 3.84
H -0.68 1.56 3.80
N 2.00 1.43 1.67
H 1.00 1.41 1.50
C 3.01 0.04 -3.60
H 0.70 -1.80 -4.13
C -3.77 0.43 2.86
H 2.04 -2.42 -0.92
H 5.16 2.21 -0.88
H -2.44 -3.08 -2.50
C 0.96 2.02 -4.04
H -0.09 2.30 -3.94
H 1.56 2.75 -3.50
C -1.65 -2.62 -1.92
H -3.69 -0.59 -1.24
P -1.55 -0.85 -2.28
C 5.12 1.33 -0.23
H 4.45 1.87 1.71
C -2.39 0.66 2.83
H -2.02 2.49 5.67
O 2.42 0.94 -0.51
C -3.89 1.68 4.93
O -0.84 1.09 0.77
H 3.25 -0.98 -3.29
N 1.18 -2.40 2.78
H -1.85 -2.74 -0.86
C 0.56 -1.64 1.88
P 1.26 0.38 -3.35
C 1.81 -2.45 0.14
H 6.10 1.18 0.21
C -3.23 -0.19 -2.14
C 2.13 -3.21 2.34
H -3.80 -0.49 -3.02
S -1.42 -0.06 1.51
H -5.59 0.75 3.94
C -4.52 0.93 3.89
C 0.33 -0.80 -4.37
H 2.34 1.74 2.57
O -2.35 -0.81 0.70
H 3.60 0.74 -3.00
C 2.48 -3.29 0.99
C 2.83 1.28 0.63
H -0.70 -3.10 -2.16
H 2.62 -3.83 3.08
Au 0.36 0.08 -1.19
H 3.27 0.16 -4.66
C -2.48 1.92 4.87
H 0.53 -0.63 -5.43
H 3.25 -3.97 0.64
H 1.24 2.05 -5.10
H -4.18 2.66 6.69
N 0.85 -1.61 0.56
N 4.14 1.48 0.83


# 3
Entry from the Open Molecules 2025 dataset: a cluster of 3 separate species, C18H31Br2ClNO6 in total at a distorted geometry (ωB97M-V/def2-TZVPD).

Computed properties:
LUMO energy = -3.01 eV
E_HOMO = -12.48 eV
electronic energy = -185540.505 eV
net charge = +1

Geometry (Å):
H 2.85 1.99 2.57
H -5.19 -2.74 0.98
Br -0.13 -1.77 4.03
H 3.51 3.36 1.63
H -0.64 -0.04 1.81
O 2.64 1.99 -1.21
H 0.62 -3.74 2.33
H 2.70 6.61 -2.55
H -4.09 -5.10 0.30
C -0.12 -3.27 1.51
H 3.80 6.74 -1.19
H -1.40 -2.33 -1.28
Br 1.06 -2.01 0.44
C -1.15 -2.31 2.35
C 1.35 3.29 1.70
C -0.27 -4.39 -1.80
C 0.93 4.72 1.69
H -0.50 -5.36 -2.45
H -1.69 -0.99 0.44
H -2.32 -3.75 -2.32
C 4.00 4.90 -2.30
H 1.31 2.84 0.70
H -4.46 -3.80 -1.92
H 1.44 -4.87 -0.10
H -2.46 -0.47 2.07
H -2.03 -5.46 -0.49
C -1.61 -3.47 -1.40
O 0.33 2.68 2.48
O 3.34 2.91 -3.18
H 1.29 5.26 0.81
H 4.41 6.95 -2.85
N -0.69 -4.41 0.75
H -2.11 -2.83 2.75
Cl -4.58 -1.34 -2.17
C -0.79 3.44 2.29
O -0.48 4.62 1.67
C -1.98 -4.35 -0.03
H 0.10 -6.10 -0.44
H 1.22 5.27 2.60
C 3.72 6.39 -2.22
C 2.72 3.05 2.32
C 3.05 2.94 -1.85
O 3.27 4.19 -1.33
H 0.63 -3.70 -2.13
C 0.29 -4.93 -0.32
H -3.69 -1.84 0.24
H 2.84 3.61 3.25
C -3.44 -4.18 0.68
H -0.84 -5.19 1.45
H 4.27 4.33 -4.38
H -3.43 -4.30 1.86
H 5.07 4.71 -2.12
C -4.29 -2.84 0.20
H -6.13 -3.08 -1.29
C 3.53 4.26 -3.58
H 2.57 4.65 -3.93
C -1.45 -0.86 1.58
C -4.97 -2.96 -1.28
O -1.91 3.10 2.62